[1]
ORCA calculation (ωB97M-V with the def2-TZVPD basis set) on a cluster of 11 separate species, C11H44N22O11 in total in a non-equilibrium geometry.

Output
Gap between HOMO and LUMO (alpha / beta) = 1.7 / 9.0 eV
ΔE to the lowest compared entry with this formula, charge and spin = 0.0 kJ/mol
E_HOMO (alpha / beta) = 0.47 / -6.94 eV
2S+1 = 2
Total charge = -1

CARTESIAN COORDINATES (ANGSTROEM)
C: -5.7861 25.7469 9.1380
O: -4.7012 25.8911 9.7139
N: -5.9676 25.6892 7.8814
N: -6.9112 25.6036 9.6767
H: -5.2120 25.9082 7.2480
H: -6.9070 25.4773 7.5770
H: -7.6613 25.0597 9.2745
H: -6.8196 25.5373 10.6804
C: -8.8920 23.7504 7.7366
O: -9.0288 24.1088 8.9246
N: -8.8346 24.4853 6.7119
N: -8.8352 22.4900 7.4766
H: -8.6323 25.4746 6.7359
H: -9.1123 24.0971 5.8218
H: -8.6316 22.2047 6.5294
H: -8.7864 21.7074 8.1132
C: -2.3455 27.4731 4.9012
O: -3.1557 27.1831 5.7198
N: -1.0745 27.4413 4.8967
N: -2.8217 27.9793 3.8154
H: -0.6478 27.1461 5.7633
H: -0.4950 28.1700 4.5053
H: -3.8316 27.9922 3.8234
H: -2.2770 28.3683 3.0590
C: -1.9298 28.5289 9.0007
O: -1.0986 28.9840 8.2727
N: -2.0128 28.6931 10.2701
N: -2.8269 27.6988 8.5109
H: -1.3789 29.3532 10.6972
H: -2.8674 28.5861 10.7975
H: -2.6011 27.3965 7.5740
H: -3.2719 26.9792 9.0625
C: -0.3645 25.0923 8.4252
O: -0.7862 25.2283 7.2863
N: -1.1810 24.9483 9.4462
N: 0.8401 24.7163 8.7346
H: -0.6748 24.8597 10.3157
H: -2.1003 25.3448 9.3127
H: 1.1449 24.4953 9.6718
H: 1.4531 24.3369 8.0272
C: -5.0434 23.2446 4.4055
O: -5.7912 23.0136 3.5029
N: -3.7331 23.4515 4.3313
N: -5.4529 23.2646 5.6063
H: -3.1675 23.3737 5.1644
H: -3.3427 23.3175 3.4095
H: -4.9377 23.7039 6.3559
H: -6.4616 23.2953 5.6477
C: -5.2217 30.0182 6.4596
O: -5.9564 30.1980 5.5244
N: -4.0778 30.5981 6.5937
N: -5.4457 29.1855 7.4581
H: -3.8206 31.2166 5.8378
H: -3.8212 30.6239 7.5702
H: -6.3742 28.8321 7.2761
H: -4.8170 28.6311 8.0215
C: -8.8406 28.4320 6.3399
O: -8.4601 27.2818 6.3969
N: -9.2438 29.0482 5.2524
N: -8.8659 29.2743 7.3374
H: -9.4140 30.0437 5.2679
H: -9.4315 28.5337 4.4038
H: -8.4876 29.0703 8.2514
H: -9.2278 30.2088 7.2121
C: -6.2942 26.5998 3.5111
O: -7.4371 26.7437 3.1308
N: -5.3155 26.4309 2.6477
N: -6.0706 26.6492 4.7701
H: -5.4068 26.5214 1.6459
H: -4.3439 26.4311 2.9236
H: -5.1391 26.6353 5.1602
H: -6.8533 26.8905 5.3610
C: -5.1037 23.7195 12.3839
O: -6.2319 24.0635 12.0093
N: -4.8247 23.5066 13.6359
N: -4.0905 23.5327 11.5179
H: -5.5430 23.6400 14.3333
H: -3.8733 23.4799 13.9737
H: -4.2704 23.7991 10.5604
H: -3.4369 22.7725 11.6404
C: -10.6560 23.7954 12.9345
O: -11.0247 23.7045 14.0705
N: -11.5312 23.8681 12.0033
N: -9.4333 24.0076 12.4695
H: -11.2491 24.0290 11.0469
H: -12.4199 23.4221 12.1802
H: -8.7167 24.1200 13.1723
H: -9.3332 24.3788 11.5355

---

[2]
ORCA calculation (ωB97M-V with the def2-TZVPD basis set) on a cluster of 11 separate species, C11H44N2O11 in total in a non-equilibrium geometry.

Output
Gap between HOMO and LUMO = 10.4 eV
ΔE to the lowest compared entry with this formula, charge and spin = 0.0 kJ/mol
E_HOMO = -9.83 eV
SMILES = NC(N)=O.CO.CO.CO.CO.CO.CO.CO.CO.CO.CO
Total charge = 0

CARTESIAN COORDINATES (ANGSTROEM)
C: -0.6349 -4.2899 -1.8237
O: -0.3230 -3.0168 -2.4249
H: -1.7035 -4.4687 -1.9732
H: -0.1724 -5.0365 -2.4530
H: -0.4505 -4.4143 -0.7443
H: -0.9665 -2.3076 -2.1305
C: -2.5533 -1.1973 -3.8265
O: -1.8747 -0.6761 -2.6446
H: -1.7870 -1.8536 -4.1748
H: -3.4714 -1.6936 -3.6093
H: -2.7048 -0.4542 -4.6027
H: -2.5065 -0.0947 -2.1704
C: 1.2628 0.1464 2.7248
O: 0.8760 -1.2161 3.0514
H: 0.5257 0.7323 3.2958
H: 2.2334 0.2946 3.0488
H: 1.2780 0.3265 1.6814
H: 1.4828 -1.8294 2.6125
C: 5.5844 0.7055 -0.0109
O: 4.3274 0.3043 -0.3204
H: 6.3183 -0.0885 0.0826
H: 5.9528 1.2408 -0.9000
H: 5.6133 1.4391 0.8234
H: 4.1429 -0.4599 0.2520
C: 2.7746 -2.2792 -2.5687
O: 2.1144 -2.1070 -1.3599
H: 3.1496 -3.2932 -2.6266
H: 2.2380 -2.0383 -3.4562
H: 3.7738 -1.6999 -2.5317
H: 1.2501 -2.5006 -1.4833
C: -0.3655 4.0407 3.0301
O: -1.3882 3.3732 2.3170
H: -0.8237 4.5582 3.9105
H: 0.4349 3.4077 3.3227
H: 0.0912 4.8210 2.4250
H: -1.1257 3.3100 1.3879
C: 4.3638 -3.1328 1.0039
O: 3.4245 -2.1186 0.8445
H: 5.2936 -2.7034 1.0730
H: 4.1966 -3.8170 1.8672
H: 4.4732 -3.8196 0.2032
H: 2.9780 -2.3358 -0.0039
C: -4.0634 2.1400 -2.9537
O: -4.1055 0.8635 -2.4126
H: -3.9350 2.0470 -4.0152
H: -4.8817 2.7781 -2.6647
H: -3.1482 2.7474 -2.6310
H: -4.4382 0.9127 -1.5072
C: -3.6868 1.5147 3.7610
O: -3.7534 2.3474 2.6075
H: -3.6345 0.4880 3.4537
H: -2.6891 1.6916 4.2220
H: -4.4984 1.7462 4.4693
H: -2.8531 2.7086 2.4321
C: -3.4515 -0.4890 0.9376
O: -4.0152 0.6611 0.3841
H: -2.5047 -0.4418 1.4160
H: -4.0426 -0.9659 1.6389
H: -3.3500 -1.2119 0.1149
H: -3.9544 1.2718 1.1221
C: 0.7370 2.1611 -0.2162
O: -0.4056 2.6043 -0.3177
N: 1.1176 1.1757 -1.0123
N: 1.6935 2.5569 0.6391
H: 1.9974 0.6731 -0.9473
H: 0.3861 0.7649 -1.5451
H: 1.5891 3.3565 1.2480
H: 2.5882 2.1400 0.6590